(1)
81
Properties=species:S:1:pos:R:3:forces:R:3 method="wB97M-V/def2-TZVPD" total_charge=-1 e_homo_ev="-2.45 / -2.46"
Ti 0.090 -0.517 1.093 -0.2 2.4 0.2
Cl -1.975 0.994 -0.073 -0.3 0.8 -0.3
C -3.569 0.344 -0.179 0.0 -0.8 0.3
C -4.616 1.124 -0.631 -0.3 0.2 -0.1
C -5.889 0.575 -0.701 0.3 -0.1 0.1
C -6.096 -0.748 -0.324 -0.2 0.1 0.0
C -5.039 -1.520 0.111 0.4 0.1 0.1
C -3.749 -0.989 0.199 0.0 0.6 -0.1
P -2.256 -1.987 0.603 -1.8 -0.4 0.4
C -2.749 -2.764 2.187 0.2 0.2 0.1
C -3.722 -2.234 3.031 0.1 0.0 -0.2
C -3.970 -2.823 4.260 -0.1 0.0 0.2
C -3.232 -3.920 4.671 0.0 0.0 0.0
C -2.242 -4.435 3.848 -0.1 -0.1 0.1
C -2.001 -3.864 2.612 0.0 0.1 -0.1
C -2.746 -3.326 -0.565 0.3 0.1 -0.3
C -3.357 -4.521 -0.203 0.2 0.2 0.1
C -3.799 -5.395 -1.180 -0.2 -0.1 0.0
C -3.661 -5.082 -2.521 0.0 -0.1 0.0
C -3.045 -3.897 -2.885 -0.1 0.0 -0.1
C -2.593 -3.024 -1.916 0.1 0.0 0.1
H -4.444 2.147 -0.929 0.1 0.1 0.0
H -6.708 1.189 -1.046 -0.1 0.0 0.0
H -7.086 -1.181 -0.381 0.0 0.0 0.0
H -5.187 -2.554 0.384 -0.1 -0.1 0.0
H -4.281 -1.357 2.731 0.0 0.0 0.0
H -4.736 -2.418 4.908 0.0 0.0 0.0
H -3.415 -4.370 5.637 0.0 0.0 0.1
H -1.659 -5.282 4.180 0.1 -0.1 0.0
H -1.225 -4.251 1.966 0.0 -0.1 0.0
H -3.493 -4.779 0.838 0.0 0.0 0.0
H -4.267 -6.324 -0.879 0.0 0.0 0.0
H -4.026 -5.760 -3.279 0.0 -0.1 0.0
H -2.936 -3.651 -3.931 0.1 0.1 -0.1
H -2.102 -2.103 -2.207 -0.1 0.0 0.0
C 5.209 0.820 0.180 -0.2 -0.2 -0.2
C 4.273 -0.280 -0.338 0.4 0.0 0.2
C 4.168 -0.199 -1.860 -0.1 0.0 0.3
C 4.813 -1.656 0.072 -0.2 0.1 -0.1
N 2.909 -0.002 0.143 0.1 -0.4 -0.5
N 2.481 -0.592 1.369 -0.1 -0.5 -0.2
H 6.236 0.601 -0.103 0.2 0.0 0.0
H 5.154 0.899 1.263 0.0 0.0 0.2
H 4.921 1.781 -0.236 -0.1 0.1 0.0
H 5.142 -0.317 -2.324 0.2 0.0 -0.1
H 3.748 0.763 -2.145 -0.1 0.1 -0.1
H 3.505 -0.983 -2.223 0.0 -0.1 -0.1
H 5.700 -1.887 -0.514 0.2 0.0 0.0
H 4.070 -2.431 -0.107 0.1 0.0 0.0
H 5.091 -1.667 1.126 0.0 -0.1 0.1
H 2.253 -0.341 -0.573 0.4 0.3 0.5
H 2.988 -0.156 2.144 -0.5 0.1 -0.2
H 2.641 -1.610 1.388 0.3 0.4 0.0
N 1.968 2.852 1.203 0.7 -0.2 1.1
C 1.200 2.140 0.316 1.4 2.9 -4.1
O 0.537 1.142 0.773 -1.1 -0.8 0.4
C 1.120 2.548 -1.012 0.9 -2.3 2.1
I -0.692 4.612 -0.876 -1.1 1.3 0.0
H 1.787 2.673 2.183 0.0 0.3 -0.3
H 2.149 3.812 0.956 -0.3 0.0 0.1
H 0.583 1.925 -1.708 -0.2 0.1 -0.1
H 1.861 3.220 -1.406 -0.1 0.3 0.0
C -0.827 -0.124 2.988 -1.1 -0.6 -0.6
C 0.195 0.662 3.648 0.9 0.7 1.0
C 1.351 0.049 4.174 -0.6 0.0 -0.3
C 2.322 0.789 4.813 0.3 0.3 0.2
C 2.189 2.167 4.956 0.0 -0.2 -0.1
C 1.065 2.794 4.431 -0.1 0.1 0.3
C 0.079 2.057 3.801 -0.1 -0.4 -0.1
H -1.790 0.402 2.928 0.2 -0.2 0.0
H -0.952 -1.108 3.450 -0.1 0.1 0.0
H 1.463 -1.028 4.067 0.0 0.1 0.1
H 3.195 0.295 5.222 0.0 0.0 0.0
H 2.948 2.737 5.474 0.0 0.0 0.0
H 0.948 3.866 4.538 0.0 0.0 0.0
H -0.808 2.545 3.413 0.1 0.1 -0.1
O -0.093 -4.114 -0.057 0.0 0.3 0.4
S 0.750 -2.966 0.188 1.6 -2.6 -1.4
O 2.173 -3.264 0.255 -0.5 0.0 0.2
O 0.347 -2.295 1.487 0.6 -2.2 1.2
S 0.451 -1.574 -1.210 -0.4 0.6 0.1


(2)
78
Properties=species:S:1:pos:R:3:forces:R:3 method="wB97M-V/def2-TZVPD" multiplicity=3 total_charge=-2 e_homo_ev="-0.88 / -2.00"
Ti 1.613 1.116 -0.431 0.5 -1.0 -0.4
C 3.675 0.711 3.543 0.0 0.0 -0.1
C 2.854 -0.514 3.266 0.0 -0.1 0.0
N 2.686 -1.404 4.241 0.1 0.1 0.0
C 1.934 -2.484 3.977 -0.1 -0.1 0.0
C 1.314 -2.731 2.776 0.0 0.0 0.1
C 0.503 -3.978 2.578 0.0 0.0 -0.1
O 1.073 -4.882 1.623 0.0 0.0 0.0
C 1.478 -1.799 1.713 0.1 0.3 -0.1
C 0.813 -1.966 0.489 0.0 -0.1 0.1
N 0.979 -1.202 -0.658 -0.2 0.1 -0.1
C -0.091 -0.222 -2.651 0.3 0.1 0.1
C -0.747 -0.422 -3.857 0.0 0.0 0.0
C -0.668 0.542 -4.855 0.0 0.0 0.0
C 0.066 1.698 -4.626 0.0 0.0 0.0
C 0.718 1.882 -3.410 0.0 0.0 0.0
C 0.665 0.925 -2.394 -0.1 0.4 0.3
I 4.071 2.251 -1.846 0.0 0.0 0.0
C 2.285 -0.655 1.983 0.1 -0.2 -0.3
O 2.492 0.265 1.076 -0.4 0.4 0.6
H 4.159 0.617 4.514 0.0 0.0 0.0
H 3.042 1.603 3.535 0.0 0.0 0.0
H 4.420 0.858 2.758 0.0 0.0 0.0
H 1.822 -3.195 4.793 0.0 0.0 0.0
H -0.522 -3.726 2.275 0.0 0.0 0.0
H 0.441 -4.527 3.517 0.0 0.0 0.0
H 1.383 -4.343 0.883 0.0 0.0 0.0
H -0.014 -2.667 0.447 0.0 0.0 -0.1
H -1.308 -1.337 -4.015 0.0 0.0 0.0
H -1.174 0.388 -5.803 0.0 0.0 0.0
H 0.140 2.457 -5.399 0.0 0.0 0.0
H 1.305 2.783 -3.265 0.0 0.0 0.0
C 0.955 -3.372 -3.751 0.0 0.0 0.0
C 0.491 -3.490 -2.300 0.0 0.0 -0.1
N -0.566 -2.569 -1.947 0.0 0.0 0.3
C -1.902 -3.104 -1.840 0.0 -0.1 -0.2
C -2.224 -3.823 -0.526 0.1 0.1 0.0
C -0.250 -1.213 -1.502 0.0 0.1 -0.3
S 2.550 -1.041 -1.408 0.1 0.2 0.0
N -1.367 -0.746 -0.716 -0.1 0.0 0.1
C -1.268 0.289 0.037 -0.1 -0.2 0.0
O -0.256 1.065 0.278 0.1 0.1 0.0
C -2.526 0.650 0.779 -0.3 0.1 0.1
C -3.617 -0.223 0.808 0.2 0.1 -0.1
C -4.774 0.112 1.490 -0.1 0.0 0.0
C -4.871 1.331 2.152 0.0 0.0 0.0
C -3.797 2.206 2.120 0.0 0.1 0.0
C -2.634 1.867 1.442 0.0 -0.1 0.0
H 1.733 -4.110 -3.969 0.0 0.0 0.0
H 1.363 -2.378 -3.934 0.0 0.0 0.0
H 0.114 -3.538 -4.433 0.0 0.0 0.0
H 1.355 -3.360 -1.642 0.0 0.0 0.0
H 0.119 -4.504 -2.119 0.0 0.0 0.0
H -2.038 -3.812 -2.671 0.0 0.0 0.0
H -2.620 -2.301 -2.000 0.0 0.0 0.0
H -1.461 -4.570 -0.289 0.0 0.0 0.0
H -3.193 -4.330 -0.580 0.0 0.0 0.0
H -2.254 -3.098 0.291 0.0 0.0 0.0
H -3.530 -1.161 0.278 0.0 0.0 0.0
H -5.607 -0.581 1.508 0.0 0.0 0.0
H -5.777 1.594 2.686 0.0 0.0 0.0
H -3.859 3.163 2.628 0.0 0.0 0.0
H -1.801 2.551 1.417 0.0 0.0 0.0
C -0.267 4.251 -0.364 0.0 0.0 0.0
C 0.902 4.184 0.623 0.1 0.2 0.0
C 1.662 5.520 0.549 0.0 0.0 0.0
C 0.393 4.003 2.066 0.0 0.0 0.0
C 1.835 3.042 0.322 -0.2 -0.2 -0.2
H -0.980 5.033 -0.077 0.0 0.0 0.0
H -0.790 3.298 -0.424 0.0 0.0 0.0
H 0.112 4.482 -1.363 0.0 0.0 0.0
H 0.996 6.366 0.762 0.0 0.0 0.0
H 2.089 5.656 -0.448 0.0 0.0 0.0
H 2.483 5.536 1.271 0.0 0.0 0.0
H -0.345 4.773 2.326 0.0 0.0 0.0
H 1.229 4.082 2.765 0.0 0.0 0.0
H -0.052 3.016 2.196 0.0 0.0 0.0
H 2.835 3.214 0.726 0.0 0.0 0.1


(3)
77
Properties=species:S:1:pos:R:3:forces:R:3 method="wB97M-V/def2-TZVPD" multiplicity=5 e_homo_ev="-7.01 / -7.16"
Rh 0.070 -0.423 -0.016 -0.3 0.7 -0.2
S -1.113 1.531 1.631 0.0 -0.4 0.5
C -1.363 2.105 0.074 -0.2 0.3 0.0
N -0.960 1.437 -0.977 0.3 -0.4 0.6
C -1.301 2.034 -2.152 -0.4 0.7 -0.5
C -1.013 1.574 -3.435 0.0 -0.1 0.2
C -1.435 2.310 -4.524 -0.1 0.1 -0.1
C -2.155 3.490 -4.351 -0.1 0.1 -0.1
C -2.450 3.966 -3.086 0.0 0.0 -0.1
C -2.013 3.243 -1.992 0.1 -0.1 0.0
S -2.210 3.609 -0.297 0.2 -0.5 -0.3
H -0.458 0.653 -3.540 0.1 -0.1 -0.1
H -1.210 1.975 -5.527 0.0 -0.1 0.0
H -2.487 4.048 -5.215 0.0 0.0 -0.1
H -3.009 4.880 -2.956 0.0 0.1 0.0
C 3.873 1.717 3.237 -0.1 0.0 -0.1
C 3.453 0.345 2.694 0.6 -0.2 0.6
C 2.745 -0.465 3.790 -0.1 0.0 -0.1
C 4.646 -0.468 2.175 0.0 0.0 0.0
C 2.547 0.548 1.584 -0.6 0.3 -1.0
N 1.835 0.693 0.690 0.9 0.1 0.8
H 4.507 1.592 4.112 0.1 -0.1 0.0
H 2.992 2.287 3.527 0.0 0.1 0.0
H 4.417 2.283 2.485 0.0 0.1 0.0
H 3.372 -0.474 4.680 0.0 0.0 0.0
H 2.589 -1.493 3.458 0.0 0.1 0.1
H 1.778 -0.035 4.036 -0.1 0.1 0.1
H 5.295 -0.725 3.008 0.1 0.0 0.1
H 5.217 0.086 1.434 0.1 0.1 -0.1
H 4.288 -1.390 1.717 0.0 -0.1 0.0
C -0.725 -3.516 -3.527 0.1 0.1 0.0
C -2.050 -3.081 -2.889 -0.3 -0.4 -0.8
C -2.882 -4.316 -2.520 0.0 0.1 0.1
C -2.814 -2.169 -3.861 -0.1 0.0 0.0
C -1.818 -2.283 -1.702 0.0 0.6 1.0
N -1.672 -1.599 -0.786 -0.3 -0.6 -0.7
H -0.930 -4.165 -4.376 -0.1 0.0 -0.1
H -0.106 -4.062 -2.819 0.1 0.0 0.0
H -0.161 -2.653 -3.877 0.0 -0.1 0.0
H -3.073 -4.907 -3.415 0.0 0.0 -0.1
H -3.838 -4.027 -2.089 -0.1 0.0 0.0
H -2.357 -4.938 -1.798 0.1 -0.1 0.0
H -2.910 -2.652 -4.831 0.0 -0.1 -0.1
H -2.286 -1.226 -3.993 0.0 0.0 0.0
H -3.809 -1.951 -3.478 -0.1 0.1 0.0
Se 1.432 -1.593 -1.723 -0.2 -0.4 0.1
C 3.062 -0.898 -2.399 0.1 0.1 0.1
C 3.399 0.452 -2.379 -0.1 -0.1 0.0
C 4.562 0.834 -3.029 -0.1 0.2 0.1
N 5.368 -0.006 -3.657 0.4 0.1 -0.2
C 5.052 -1.293 -3.651 0.0 -0.2 0.0
C 3.920 -1.791 -3.038 -0.2 0.1 0.1
H 2.761 1.174 -1.886 0.0 0.0 0.0
H 4.870 1.872 -3.069 -0.1 0.1 0.1
H 5.739 -1.946 -4.177 0.0 -0.1 0.0
H 3.670 -2.841 -3.057 0.1 -0.1 -0.1
C -3.779 -5.141 5.084 0.0 0.0 0.0
C -2.827 -4.398 4.199 0.1 0.1 -0.1
C -2.265 -4.990 3.076 -0.1 0.1 0.1
C -1.318 -4.335 2.308 0.2 0.2 -0.1
C -0.694 -4.998 1.118 0.1 0.1 0.0
C -0.934 -3.040 2.668 -0.3 -0.2 0.1
Se 0.496 -2.204 1.715 0.3 -0.2 0.0
C -1.512 -2.410 3.774 0.1 0.0 -0.2
C -1.099 -1.039 4.191 0.1 0.1 0.0
C -2.450 -3.102 4.519 0.0 -0.2 -0.1
H -4.020 -6.116 4.671 0.0 -0.1 0.0
H -4.708 -4.588 5.219 0.0 0.0 0.0
H -3.323 -5.282 6.065 -0.1 -0.1 0.1
H -2.567 -5.990 2.798 0.0 -0.1 0.0
H -1.208 -5.920 0.859 0.0 0.0 0.0
H 0.354 -5.232 1.321 0.0 0.0 -0.1
H -0.722 -4.315 0.266 0.0 -0.1 -0.1
H -0.843 -0.444 3.316 0.0 0.1 0.1
H -0.221 -1.103 4.837 0.0 0.1 0.1
H -1.901 -0.541 4.730 0.0 0.1 0.1
H -2.885 -2.622 5.384 -0.1 0.1 0.1


(4)
106
Properties=species:S:1:pos:R:3:forces:R:3 method="wB97M-V/def2-TZVPD" total_charge=+1 e_homo_ev=-13.12
C -5.488 3.436 2.531 0.0 0.4 -0.2
C -5.372 3.866 1.052 -0.1 0.1 0.5
C -3.905 4.125 0.673 -0.2 -0.6 0.1
C -3.531 3.962 -0.801 -0.5 1.0 0.6
C -4.625 4.431 -1.753 0.5 -0.1 -0.3
N -3.040 2.519 -1.089 0.1 -0.1 -1.0
C -3.115 2.245 -2.576 0.3 -0.2 -0.1
C -3.813 1.484 -0.368 0.0 -0.6 -0.1
O -3.253 0.243 -0.782 0.0 -0.2 0.3
C -4.045 -0.830 -0.465 0.0 0.3 -0.1
F -4.431 -0.802 0.817 0.2 -0.1 -0.4
F -3.377 -1.942 -0.714 -0.3 0.5 0.0
F -5.162 -0.775 -1.223 0.1 -0.4 0.2
C -1.601 2.472 -0.669 0.3 -0.2 0.6
O -1.307 1.988 0.371 -0.2 0.2 -0.2
N -0.752 3.149 -1.570 0.3 0.3 0.4
C -0.027 2.338 -2.500 -0.7 0.3 -0.5
O -0.277 2.267 -3.650 0.1 -0.2 -0.1
F 0.943 1.678 -1.936 0.6 -0.2 0.4
H -4.499 3.292 2.946 0.1 -0.1 0.2
H -5.966 4.200 3.136 -0.1 0.1 0.0
H -6.041 2.515 2.676 0.0 -0.1 -0.1
H -5.942 4.779 0.908 -0.1 0.0 -0.2
H -5.838 3.122 0.407 0.0 -0.1 -0.1
H -3.288 3.458 1.273 0.3 0.1 0.1
H -3.620 5.122 1.000 0.0 0.2 -0.1
H -2.664 4.591 -0.981 0.3 -0.2 -0.2
H -5.118 5.286 -1.304 -0.2 0.0 0.1
H -4.191 4.787 -2.683 0.0 -0.1 -0.2
H -5.365 3.676 -1.997 -0.1 0.1 0.2
H -2.706 3.088 -3.115 -0.1 0.2 0.0
H -2.517 1.374 -2.810 0.0 -0.2 0.1
H -4.139 2.038 -2.853 -0.2 0.2 0.0
H -4.841 1.550 -0.708 -0.1 0.2 0.1
H -3.720 1.586 0.706 0.0 0.2 0.1
H -0.079 3.680 -1.012 0.1 -0.2 0.2
C 2.303 -0.145 1.845 0.1 -0.1 0.0
C 1.155 0.055 2.806 0.2 0.0 0.1
O 1.113 1.463 2.944 -0.2 0.1 -0.2
C 1.586 1.997 1.784 0.0 -0.3 0.0
O 1.425 3.121 1.443 0.0 0.3 -0.1
O 2.218 1.053 1.059 0.0 0.1 -0.1
F 1.391 -0.509 4.017 -0.1 0.1 0.0
H 3.269 -0.190 2.358 -0.3 0.1 0.0
H 2.188 -1.021 1.211 0.0 0.1 -0.1
H 0.185 -0.287 2.438 0.0 -0.1 0.1
C 6.051 -3.656 0.792 0.0 0.0 0.1
C 6.400 -2.504 -0.123 -0.2 0.0 -0.1
O 5.670 -1.428 0.463 0.3 0.0 0.0
C 5.529 -1.696 1.785 0.0 0.0 0.0
O 5.187 -0.898 2.597 0.0 -0.1 0.0
O 5.828 -2.981 2.044 0.0 -0.1 -0.1
F 5.967 -2.692 -1.388 -0.1 0.0 0.1
H 5.126 -4.141 0.476 0.0 0.1 -0.1
H 6.835 -4.392 0.878 0.1 0.0 0.2
H 7.459 -2.245 -0.145 0.0 0.0 -0.1
C 10.951 -6.430 0.965 0.1 -0.1 0.0
C 9.834 -6.841 1.902 0.0 0.1 0.1
O 8.739 -6.073 1.406 0.0 -0.2 0.0
C 8.960 -5.857 0.085 0.1 -0.1 -0.1
O 8.125 -5.485 -0.679 -0.1 0.1 0.1
O 10.229 -6.135 -0.241 0.1 0.0 0.1
F 10.079 -6.490 3.183 0.0 0.1 0.0
H 11.450 -5.527 1.319 -0.1 0.0 0.1
H 11.684 -7.211 0.790 -0.1 -0.1 -0.2
H 9.570 -7.898 1.862 0.0 0.0 0.1
C 5.749 -8.257 0.229 -0.1 0.0 0.1
C 5.588 -9.007 -1.078 0.1 0.2 0.0
O 6.927 -9.104 -1.532 -0.1 -0.3 0.1
C 7.736 -9.089 -0.444 0.0 0.2 -0.1
O 8.884 -9.380 -0.440 0.2 0.1 0.0
O 7.051 -8.677 0.650 -0.1 0.0 0.0
F 4.855 -8.314 -1.979 0.1 0.0 0.0
H 5.752 -7.179 0.060 0.0 0.0 -0.1
H 5.003 -8.513 0.975 0.1 -0.1 0.1
H 5.170 -10.010 -0.980 -0.1 0.0 -0.1
C -7.657 1.195 -2.583 0.1 -0.1 -0.2
C -8.969 1.390 -1.854 0.2 0.0 0.2
O -8.786 2.668 -1.263 -0.2 0.1 -0.3
C -7.914 3.374 -2.031 -0.1 -0.2 0.2
O -7.707 4.533 -1.945 0.0 0.1 0.0
O -7.282 2.540 -2.902 0.0 0.0 0.0
F -9.152 0.472 -0.880 0.1 0.1 0.0
H -6.895 0.769 -1.929 -0.2 -0.1 0.1
H -7.738 0.592 -3.482 0.0 0.2 -0.1
H -9.850 1.408 -2.497 0.0 0.0 0.1
C 0.283 6.066 -5.442 0.1 0.0 -0.1
C -0.609 5.373 -4.437 -0.1 0.3 0.0
O -1.901 5.751 -4.859 0.0 -0.3 0.0
C -1.845 5.984 -6.212 0.1 0.1 0.0
O -2.787 6.066 -6.914 -0.1 0.0 0.0
O -0.554 6.083 -6.604 0.0 0.0 0.1
F -0.406 5.820 -3.162 0.0 0.0 0.0
H 0.506 7.088 -5.133 -0.1 0.0 0.1
H 1.210 5.536 -5.643 -0.1 -0.1 -0.2
H -0.545 4.287 -4.437 0.1 0.0 0.1
C -1.413 0.026 5.739 0.4 -0.2 0.0
C -2.596 -0.280 6.629 0.0 0.2 -0.1
O -3.596 0.573 6.084 -0.2 -0.2 -0.1
C -3.303 0.794 4.782 0.0 0.3 -0.2
O -4.038 1.305 3.993 0.4 -0.4 0.3
O -2.046 0.370 4.498 -0.2 0.0 0.1
F -2.378 0.046 7.917 0.0 0.1 0.0
H -0.840 0.880 6.099 -0.1 0.0 0.1
H -0.749 -0.824 5.614 0.0 0.0 -0.2
H -2.948 -1.311 6.580 0.0 0.0 0.1


(5)
81
Properties=species:S:1:pos:R:3:forces:R:3 method="wB97M-V/def2-TZVPD" multiplicity=2 e_homo_ev="-5.57 / -6.74"
Ti -0.306 -0.003 -0.452 0.0 1.0 0.6
C -3.254 -0.828 -3.290 -0.1 -0.1 0.2
C -2.504 -2.018 -2.648 0.1 0.2 -0.1
C -0.959 -1.910 -2.733 -0.4 -0.2 0.1
N -0.276 -1.646 -1.482 0.4 -1.8 -0.8
C 0.411 -2.579 -0.826 -0.2 0.0 -0.5
C 0.196 -3.963 -1.022 0.0 -0.1 0.1
C 0.784 -5.054 -0.421 0.1 0.1 0.1
C 1.792 -5.114 0.539 0.0 -0.1 0.1
C 2.510 -4.050 1.058 -0.1 -0.1 -0.2
C 2.405 -2.696 0.790 -0.1 0.1 -0.1
C 1.465 -1.986 0.022 0.5 0.1 0.4
N 1.451 -0.656 -0.042 1.7 -1.0 0.2
C 2.630 0.164 -0.020 0.3 -0.1 -0.3
C 3.153 0.204 -1.463 -0.3 0.1 0.1
C 2.175 0.816 -2.499 0.2 -0.1 0.0
N 0.782 0.940 -2.086 -0.2 0.7 -0.3
C -0.033 1.562 -2.909 0.1 0.1 0.1
C 0.274 1.891 -4.256 0.0 0.0 -0.2
C -0.293 2.820 -5.106 0.1 0.0 0.2
C -1.241 3.795 -4.823 -0.1 0.2 -0.1
C -2.030 3.850 -3.684 0.0 -0.2 -0.2
C -2.186 2.888 -2.699 -0.1 0.2 0.2
C -1.416 1.752 -2.391 -0.2 -0.2 -0.1
N -1.769 0.815 -1.531 -1.1 0.7 -1.5
C -3.159 0.632 -1.159 -0.2 0.1 -0.1
C -4.016 0.087 -2.322 0.2 0.0 -0.1
H -3.981 -1.210 -4.010 0.0 0.1 0.0
H -2.547 -0.215 -3.855 0.0 0.0 -0.1
H -2.810 -2.937 -3.153 0.0 0.0 0.0
H -2.784 -2.122 -1.600 0.0 -0.1 0.0
H -0.714 -1.072 -3.394 0.0 -0.1 0.0
H -0.549 -2.811 -3.201 0.0 0.1 0.0
H -0.606 -4.199 -1.710 0.0 0.0 0.0
H 0.387 -6.014 -0.733 0.0 0.0 0.0
H 2.048 -6.100 0.907 0.0 0.0 0.0
H 3.281 -4.316 1.774 0.0 0.0 0.0
H 3.105 -2.066 1.325 0.0 0.0 0.0
H 3.428 -0.204 0.634 -0.1 0.1 0.0
H 2.361 1.165 0.321 0.0 0.0 0.1
H 3.374 -0.828 -1.744 0.1 0.0 0.0
H 4.088 0.769 -1.498 0.0 -0.1 -0.1
H 2.240 0.203 -3.408 0.0 0.1 0.0
H 2.541 1.815 -2.772 0.0 0.0 -0.1
H 1.081 1.313 -4.690 0.0 0.0 0.0
H 0.120 2.836 -6.109 0.1 0.0 0.0
H -1.398 4.564 -5.569 0.0 0.0 0.0
H -2.685 4.711 -3.603 -0.1 -0.1 0.0
H -3.010 3.068 -2.016 0.0 0.0 0.0
H -3.607 1.561 -0.779 0.0 -0.1 0.1
H -3.183 -0.095 -0.349 0.0 0.0 0.0
H -4.419 0.920 -2.904 -0.1 0.0 0.0
H -4.857 -0.461 -1.889 -0.1 0.1 0.0
N 0.890 0.696 2.388 0.2 0.1 0.6
C 1.394 0.371 3.376 -0.1 0.1 -0.2
N 2.023 0.019 4.489 0.3 -0.1 0.0
C 1.593 -1.176 5.214 -0.2 -0.1 0.2
C 0.624 -0.800 6.333 0.0 0.0 -0.1
O 1.143 0.239 7.149 0.0 0.0 0.0
C 1.432 1.401 6.395 0.1 0.0 -0.1
C 2.505 1.093 5.358 -0.2 0.1 0.2
H 2.485 -1.639 5.644 0.0 0.0 0.0
H 1.121 -1.868 4.517 0.1 0.0 0.0
H 0.459 -1.649 6.994 -0.1 0.0 -0.1
H -0.337 -0.486 5.901 0.0 0.0 0.0
H 1.765 2.161 7.100 0.0 0.0 0.0
H 0.524 1.751 5.882 0.0 0.0 0.0
H 3.408 0.738 5.860 0.0 0.1 0.0
H 2.739 1.971 4.758 0.0 0.0 0.0
S 0.097 4.427 0.994 -0.1 -0.5 -0.1
C -1.182 3.644 1.834 0.2 0.2 -0.1
C -1.317 2.374 1.387 -0.3 0.2 0.2
N -0.433 1.994 0.414 0.4 1.2 0.2
C 0.357 2.980 0.099 -0.2 0.6 0.3
H -1.743 4.163 2.592 -0.1 -0.1 0.0
H -2.059 1.677 1.741 0.1 -0.1 0.0
H 1.107 2.948 -0.674 0.0 -0.2 0.0
F -0.472 -1.675 1.962 -0.1 0.0 0.2
C -1.380 -0.913 1.192 -0.7 -1.0 1.1
F -2.184 -1.938 0.615 -0.3 0.1 0.1
H -2.048 -0.491 1.964 0.1 0.1 -0.2


| no. | strongest force on any atom (eV Å⁻¹) | E (Ha) |
| --- | --- | --- |
| 1 | 5.2 | -4413.90574 |
| 2 | 1.3 | -3193.65244 |
| 3 | 1.2 | -7132.25737 |
| 4 | 1.2 | -4217.73986 |
| 5 | 2.0 | -3109.89763 |